(1)
176
Properties=species:S:1:pos:R:3 method="wB97M-V/def2-TZVPD" homo_energy_ev=-8.3 e_above_lowest_kcal_mol=147.9 charge=0 spin_multiplicity=1 orbital_gap_ev=8.506 smiles="COCCNCCOC.COCCNCCOC.COCCNCCOC.COCCNCCOC.COCCNCCOC.NC(N)=O.NC(N)=O.NC(N)=O.NC(N)=O.NC(N)=O.NC(N)=O.NC(N)=O"
C -4.17 -2.20 -4.25
O -5.01 -3.01 -3.84
N -2.90 -2.45 -4.53
N -4.43 -1.03 -4.71
H -2.81 -3.45 -4.38
H -2.11 -1.90 -4.24
H -5.31 -0.62 -4.42
H -3.74 -0.62 -5.33
C 4.10 -3.60 -6.57
O 5.02 -3.00 -6.09
N 4.31 -4.74 -7.20
N 2.88 -3.20 -6.64
H 3.47 -5.18 -7.55
H 5.28 -5.00 -7.30
H 2.42 -2.90 -5.80
H 2.36 -3.81 -7.27
C -3.36 -4.00 0.47
O -3.22 -4.37 -0.64
N -2.47 -3.39 1.21
N -4.52 -4.08 1.03
H -2.88 -3.17 2.10
H -1.56 -3.17 0.82
H -5.21 -4.42 0.37
H -4.77 -3.55 1.85
C 1.47 -5.43 -4.25
O 1.17 -6.63 -4.54
N 0.75 -4.37 -4.52
N 2.60 -5.07 -3.63
H -0.06 -4.46 -5.11
H 0.92 -3.49 -4.05
H 2.94 -4.13 -3.60
H 3.23 -5.85 -3.54
C 2.25 -3.36 0.19
O 2.29 -2.18 0.00
N 1.77 -3.91 1.27
N 2.79 -4.20 -0.60
H 1.53 -3.21 1.96
H 1.68 -4.90 1.43
H 2.94 -5.17 -0.34
H 3.08 -3.83 -1.49
C -1.97 3.45 2.81
O -2.20 2.63 3.64
N -1.85 4.72 2.92
N -1.82 3.16 1.56
H -2.01 5.16 2.03
H -2.03 5.10 3.84
H -1.68 2.19 1.31
H -1.59 3.91 0.92
C 4.01 -1.47 -3.09
O 3.75 -2.65 -2.98
N 4.62 -0.91 -4.09
N 3.74 -0.70 -2.07
H 5.07 -0.03 -3.89
H 4.75 -1.30 -5.02
H 3.40 -1.22 -1.27
H 4.18 0.21 -2.01
C 1.71 2.26 4.34
O 2.73 2.51 5.31
C 2.81 1.68 6.46
C 2.35 2.39 7.71
N 3.21 3.47 8.06
C 2.46 4.41 8.93
C 3.28 5.66 9.44
O 4.22 6.05 8.45
C 4.69 7.37 8.56
H 0.79 1.96 4.84
H 2.05 1.43 3.73
H 1.49 3.26 3.95
H 3.87 1.40 6.44
H 2.20 0.78 6.35
H 2.33 1.75 8.60
H 1.32 2.71 7.54
H 3.65 3.93 7.27
H 1.94 3.87 9.72
H 1.59 4.65 8.31
H 3.91 5.22 10.22
H 2.56 6.41 9.76
H 5.67 7.60 8.15
H 4.66 7.74 9.59
H 3.86 7.91 8.10
C -5.15 -1.68 3.42
O -4.22 -2.81 3.55
C -4.52 -3.70 4.61
C -3.25 -4.44 4.86
N -2.38 -3.76 5.84
C -1.25 -4.51 6.40
C -0.22 -3.75 7.18
O 0.76 -4.66 7.59
C 1.67 -4.02 8.40
H -4.65 -1.04 2.70
H -5.10 -1.10 4.34
H -6.17 -2.02 3.24
H -5.20 -4.51 4.35
H -4.77 -3.20 5.55
H -2.68 -4.62 3.95
H -3.55 -5.43 5.22
H -2.00 -3.00 5.29
H -0.93 -4.93 5.45
H -1.80 -5.20 7.04
H -0.85 -3.46 8.03
H -0.01 -2.93 6.50
H 2.44 -4.71 8.73
H 1.22 -3.69 9.34
H 2.20 -3.14 8.02
C 2.61 2.46 -1.15
O 2.64 3.90 -1.21
C 1.58 4.48 -0.44
C 0.22 4.21 -1.14
N -0.95 4.77 -0.49
C -0.92 6.18 -0.05
C -2.37 6.79 -0.28
O -3.08 6.44 0.96
C -4.29 7.08 1.22
H 1.69 2.03 -1.53
H 2.71 2.16 -0.11
H 3.51 2.02 -1.57
H 1.76 5.54 -0.25
H 1.54 4.05 0.56
H -0.22 3.22 -1.26
H 0.37 4.55 -2.17
H -1.79 4.38 -0.91
H -0.28 6.84 -0.63
H -0.54 6.24 0.97
H -2.89 6.53 -1.20
H -2.38 7.88 -0.34
H -4.06 8.03 1.71
H -4.82 6.47 1.95
H -4.95 7.14 0.36
C 0.96 -1.02 -4.71
O -0.20 -1.29 -4.00
C -0.11 -1.65 -2.60
C 0.24 -0.38 -1.79
N 0.07 -0.62 -0.37
C 0.11 0.62 0.44
C -0.19 0.20 1.84
O 0.61 -0.94 2.25
C 0.11 -1.31 3.53
H 1.52 -0.16 -4.35
H 0.73 -1.04 -5.78
H 1.65 -1.85 -4.53
H 0.54 -2.51 -2.45
H -1.07 -2.02 -2.23
H -0.44 0.42 -2.10
H 1.26 -0.09 -2.01
H 0.83 -1.20 -0.04
H -0.56 1.42 0.10
H 1.15 0.93 0.44
H -1.26 0.14 2.01
H 0.19 1.07 2.37
H -0.26 -0.52 4.18
H 0.69 -2.09 4.02
H -0.79 -1.92 3.42
C 0.74 3.37 -7.09
O -0.57 2.84 -7.00
C -0.88 1.85 -6.05
C -2.34 1.39 -6.09
N -2.65 0.37 -7.00
C -1.80 -0.82 -7.12
C -2.37 -1.95 -8.09
O -1.31 -2.63 -8.81
C -1.31 -2.31 -10.24
H 1.12 3.57 -6.09
H 0.98 4.24 -7.69
H 1.38 2.61 -7.53
H -0.77 2.26 -5.05
H -0.15 1.04 -6.09
H -3.01 2.25 -6.22
H -2.53 1.16 -5.04
H -2.88 0.66 -7.93
H -1.68 -1.34 -6.17
H -0.78 -0.52 -7.38
H -3.03 -1.51 -8.84
H -2.95 -2.67 -7.52
H -0.82 -1.37 -10.48
H -2.35 -2.20 -10.56
H -0.93 -3.13 -10.85

***

(2)
161
Properties=species:S:1:pos:R:3 method="wB97M-V/def2-TZVPD" homo_energy_ev=-9.1 charge=0 spin_multiplicity=1 orbital_gap_ev=9.434 smiles="COC[C@H](C)N.COC[C@H](C)N.COC[C@H](C)N.COC[C@H](C)N.COC[C@H](C)N.NC(N)=O.NC(N)=O.CC(C)O.CC(C)O.CC(C)O.CC(C)O.CC(C)O"
C 1.00 27.14 1.90
C 0.32 27.83 3.07
C -0.74 28.80 2.57
O -0.26 29.76 1.67
C -1.35 30.66 1.49
N -0.26 26.80 3.95
H 1.28 27.90 1.11
H 0.23 26.57 1.39
H 1.80 26.47 2.20
H 0.98 28.43 3.72
H -1.16 29.31 3.45
H -1.61 28.23 2.10
H -1.04 31.43 0.79
H -1.64 31.13 2.43
H -2.26 30.24 1.13
H -0.67 27.10 4.84
H 0.34 25.96 4.07
C 4.45 27.11 10.96
C 5.15 25.83 10.54
C 4.20 24.54 10.71
O 4.23 24.07 12.02
C 4.20 22.69 12.09
N 5.64 26.00 9.16
H 3.84 27.45 10.12
H 5.26 27.87 11.04
H 3.81 27.18 11.89
H 6.02 25.63 11.17
H 4.50 23.86 9.93
H 3.23 24.83 10.48
H 4.99 22.22 11.48
H 3.25 22.26 11.71
H 4.23 22.40 13.15
H 4.95 25.93 8.44
H 6.29 25.24 9.01
C 0.67 22.39 9.54
C 0.53 23.30 8.37
C 1.52 24.44 8.52
O 1.35 25.42 7.46
C 1.80 26.68 7.91
N 0.72 22.50 7.18
H 1.71 22.18 9.90
H 0.27 21.39 9.41
H 0.14 22.75 10.41
H -0.43 23.82 8.30
H 2.52 24.10 8.36
H 1.29 24.93 9.50
H 2.84 26.49 8.33
H 1.27 27.08 8.78
H 1.96 27.29 7.02
H 1.66 22.09 7.16
H 0.63 23.08 6.34
C -0.50 19.38 12.46
C -1.04 18.61 11.24
C -2.19 19.41 10.62
O -3.28 19.18 11.50
C -4.34 20.07 11.12
N 0.05 18.31 10.33
H 0.23 20.16 12.13
H 0.07 18.80 13.18
H -1.33 19.88 12.96
H -1.39 17.67 11.62
H -2.48 19.06 9.62
H -2.03 20.50 10.54
H -4.38 20.41 10.09
H -4.33 20.93 11.77
H -5.34 19.61 11.24
H 0.27 19.08 9.70
H -0.24 17.58 9.68
C -1.88 23.32 14.08
C -2.06 24.75 14.45
C -1.24 25.71 13.51
O 0.07 25.71 14.00
C 1.08 25.64 12.93
N -3.53 24.88 14.25
H -2.59 22.69 14.63
H -0.86 23.01 14.28
H -2.07 23.17 13.01
H -1.82 24.99 15.47
H -1.67 26.69 13.57
H -1.37 25.29 12.55
H 2.05 25.50 13.38
H 0.97 26.56 12.33
H 1.00 24.65 12.38
H -4.00 24.21 14.81
H -3.90 25.72 14.64
C 2.64 19.42 7.87
O 2.66 20.50 7.28
N 3.35 19.15 8.99
N 1.95 18.41 7.34
H 2.78 18.66 9.70
H 3.68 20.04 9.37
H 2.20 17.44 7.53
H 1.66 18.60 6.40
C -2.54 20.42 6.71
O -3.33 19.52 6.74
N -1.25 20.21 6.34
N -2.91 21.66 6.93
H -0.95 19.30 6.65
H -0.51 20.85 6.58
H -2.25 22.41 7.14
H -3.85 21.76 7.33
C 0.90 31.88 5.01
C 0.44 30.65 5.81
C 0.93 30.53 7.28
O -0.97 30.49 5.86
H 0.50 32.79 5.43
H 0.70 31.89 3.93
H 1.97 31.89 5.07
H 0.71 29.75 5.30
H 0.29 29.72 7.74
H 0.72 31.44 7.83
H 2.01 30.27 7.35
H -1.39 31.38 5.98
C -3.78 26.74 6.28
C -2.70 25.72 6.23
C -1.52 26.09 7.05
O -3.10 24.45 6.86
H -4.06 26.66 7.36
H -4.68 26.45 5.65
H -3.47 27.76 6.04
H -2.41 25.46 5.20
H -0.58 25.64 6.73
H -1.72 25.83 8.12
H -1.34 27.18 7.04
H -4.04 24.35 6.69
C -0.67 22.85 3.75
C -2.05 22.73 3.09
C -2.26 23.50 1.79
O -2.50 21.39 2.88
H 0.20 22.44 3.25
H -0.66 22.39 4.76
H -0.48 23.91 3.80
H -2.80 23.11 3.78
H -1.61 23.12 0.98
H -1.95 24.53 1.97
H -3.24 23.38 1.48
H -2.60 21.02 3.77
C 4.28 24.57 5.44
C 4.09 23.08 5.70
C 5.05 22.25 4.80
O 4.26 22.81 7.09
H 3.48 25.10 5.96
H 4.16 24.70 4.36
H 5.26 24.84 5.83
H 3.08 22.77 5.38
H 5.02 21.16 5.05
H 6.09 22.58 4.92
H 4.76 22.36 3.73
H 3.86 21.99 7.31
C -3.28 24.01 10.05
C -4.66 24.64 10.32
C -5.70 24.05 9.44
O -5.11 24.44 11.73
H -3.06 24.19 9.02
H -3.31 22.88 10.25
H -2.52 24.48 10.65
H -4.51 25.67 10.04
H -5.37 24.15 8.43
H -6.74 24.33 9.57
H -5.67 22.96 9.56
H -4.41 24.80 12.35

***

(3)
156
Properties=species:S:1:pos:R:3 method="wB97M-V/def2-TZVPD" homo_energy_ev=-9.6 e_above_lowest_kcal_mol=19.4 charge=0 spin_multiplicity=1 orbital_gap_ev=9.993
C -0.30 0.67 -5.69
C 0.37 -0.04 -4.51
O -0.52 -0.72 -3.74
H -1.11 1.35 -5.44
H -0.76 -0.02 -6.39
H 0.40 1.27 -6.27
H 1.01 0.59 -3.89
H 0.96 -0.84 -4.98
H -0.36 -1.65 -3.90
C -2.68 4.39 1.96
C -1.20 4.67 1.86
O -0.56 4.43 3.14
H -3.05 4.42 0.94
H -3.19 5.14 2.57
H -2.80 3.38 2.36
H -1.04 5.71 1.57
H -0.70 4.04 1.13
H -0.42 3.49 3.22
C -5.32 2.71 -0.45
C -4.81 1.26 -0.10
O -3.45 1.13 -0.38
H -6.32 2.75 0.00
H -5.42 2.80 -1.53
H -4.73 3.51 0.00
H -5.31 0.53 -0.75
H -5.00 0.98 0.94
H -3.33 0.88 -1.29
C -5.09 0.70 -3.97
C -3.81 -0.13 -3.92
O -2.94 0.38 -2.96
H -5.78 0.50 -4.78
H -4.79 1.75 -3.95
H -5.67 0.54 -3.06
H -3.44 -0.31 -4.93
H -4.07 -1.16 -3.69
H -2.06 0.08 -3.16
C 0.20 0.93 -0.54
C -0.30 -0.35 0.07
O -1.32 0.03 0.92
H 1.04 0.77 -1.22
H 0.49 1.59 0.28
H -0.58 1.41 -1.13
H 0.47 -0.98 0.52
H -0.63 -0.96 -0.77
H -2.00 0.37 0.35
C 0.41 -4.66 0.74
C 1.29 -5.66 1.49
O 2.22 -6.18 0.57
H 0.00 -5.06 -0.18
H 0.97 -3.73 0.66
H -0.45 -4.31 1.31
H 0.62 -6.49 1.71
H 1.79 -5.28 2.38
H 1.67 -6.52 -0.13
C 3.35 -3.20 -1.13
C 3.24 -1.97 -1.93
O 3.33 -2.31 -3.30
H 3.23 -3.02 -0.07
H 4.39 -3.53 -1.10
H 2.70 -4.02 -1.45
H 3.96 -1.27 -1.53
H 2.24 -1.59 -1.71
H 4.23 -2.61 -3.45
C -1.26 -4.12 -3.08
C 0.21 -3.92 -2.88
O 0.68 -3.24 -4.07
H -1.75 -3.14 -3.15
H -1.71 -4.57 -2.19
H -1.33 -4.73 -3.97
H 0.67 -4.90 -2.84
H 0.44 -3.33 -1.99
H 1.53 -2.83 -3.92
C 4.09 -3.08 4.19
C 4.08 -2.35 2.85
C 2.87 -1.44 2.71
O 5.24 -1.49 2.72
H 4.18 -2.44 5.07
H 5.00 -3.69 4.19
H 3.18 -3.67 4.28
H 4.11 -2.99 1.97
H 1.92 -1.96 2.81
H 2.90 -0.95 1.74
H 2.90 -0.66 3.47
H 4.92 -0.71 2.27
C 1.20 2.19 5.05
C 0.20 1.36 4.28
C -1.15 1.27 4.97
O 0.03 1.78 2.95
H 1.13 2.08 6.13
H 0.98 3.22 4.76
H 2.23 1.98 4.78
H 0.49 0.32 4.20
H -1.89 0.67 4.44
H -1.58 2.23 5.25
H -0.92 0.79 5.92
H -0.30 1.00 2.49
C 3.58 2.20 -2.31
C 4.73 2.06 -3.31
C 5.13 0.56 -3.52
O 4.31 2.55 -4.54
H 3.43 3.27 -2.15
H 3.76 1.80 -1.32
H 2.68 1.73 -2.72
H 5.66 2.54 -3.01
H 4.23 -0.01 -3.75
H 5.70 0.12 -2.70
H 5.73 0.56 -4.43
H 4.66 3.45 -4.47
C 4.16 4.43 3.05
C 2.83 4.12 2.30
C 2.93 4.43 0.81
O 2.75 2.70 2.40
H 4.12 3.91 4.00
H 4.27 5.49 3.28
H 5.07 4.13 2.52
H 1.97 4.51 2.85
H 3.61 3.77 0.27
H 3.16 5.47 0.60
H 1.94 4.19 0.42
H 1.83 2.43 2.34
C 0.26 4.46 -2.04
C -0.37 3.71 -3.22
C -1.94 3.58 -3.06
O -0.09 4.36 -4.42
H 0.33 3.89 -1.11
H -0.41 5.30 -1.84
H 1.21 4.83 -2.40
H 0.16 2.76 -3.32
H -2.17 3.10 -2.10
H -2.27 2.94 -3.89
H -2.42 4.55 -3.12
H 0.47 3.78 -4.95
C -0.32 -2.55 5.90
C -0.98 -3.40 4.77
C -1.67 -2.53 3.72
O -0.02 -4.18 4.08
H 0.28 -3.22 6.51
H -1.10 -2.09 6.49
H 0.35 -1.77 5.53
H -1.68 -4.10 5.24
H -0.97 -1.83 3.25
H -2.50 -1.99 4.17
H -2.04 -3.15 2.91
H 0.18 -4.89 4.70
C -4.58 -2.48 -1.35
C -4.65 -3.03 0.04
C -4.50 -2.00 1.15
O -5.98 -3.51 0.19
H -3.61 -2.37 -1.84
H -5.16 -1.56 -1.39
H -5.09 -3.20 -1.99
H -3.99 -3.88 0.22
H -3.54 -1.50 1.26
H -4.64 -2.44 2.14
H -5.18 -1.17 0.97
H -6.20 -4.10 -0.54